# C27H26GeN6O4PdS

A structure of composition C27H26GeN6O4PdS (the ωB97M-V functional and the def2-TZVPD basis, OMol25).

As for the charge: +1. The LUMO energy (spin up / spin down) comes out at -0.141 / -0.157 Eh. The calculation puts the energy above the lowest of the compared OMol25 structures with the same formula, charge and spin at 30.3 kcal/mol. As for the spin multiplicity: 2. The calculated total energy is -4276.8351 a.u. As for the frontier orbital gap (spin up / spin down): 7.70 / 7.44 eV.

Structure (XYZ):
```
66
C27H26GeN6O4PdS the ωB97M-V functional and the def2-TZVPD basis
Pd 0.5272 -0.9394 0.4713
C 5.9379 -1.9669 2.0279
C 4.6801 -1.5737 2.7030
N 4.5466 -1.2596 3.9465
N 3.2197 -0.9786 4.0914
C 2.5185 -1.0979 2.9642
S 0.8545 -0.8414 2.8080
N 3.4523 -1.4836 2.0596
N 3.1521 -1.7689 0.7364
H 6.7369 -1.9728 2.7638
H 6.1986 -1.2618 1.2370
H 5.8531 -2.9627 1.5912
H 2.8530 -0.7189 4.9930
H 3.8418 -1.3454 0.1273
H 3.1255 -2.7742 0.5926
C 1.7355 0.5819 -2.8984
C 0.7859 -0.5497 -2.7396
N 0.4665 -1.1625 -1.6109
C -0.3984 -2.1896 -1.9250
C -0.5923 -2.2027 -3.2718
N 0.1679 -1.1698 -3.7592
C -1.4304 -2.9785 -4.2314
O -2.1409 -3.9624 -3.7456
O -1.4139 -2.6458 -5.3926
C -1.0037 -3.0199 -0.8391
O -1.7362 -3.9562 -1.1456
O -0.6931 -2.6727 0.3520
H 1.9749 1.0052 -1.9251
H 1.3023 1.3727 -3.5105
H 2.6531 0.2434 -3.3819
H 0.2175 -0.9585 -4.7470
H -2.0317 -4.0514 -2.7464
C -2.2559 1.4563 4.9243
C -2.4855 0.2346 4.3027
C -2.1437 0.0613 2.9716
C -1.5701 1.1105 2.2498
C -1.3430 2.3318 2.8802
C -1.6878 2.5039 4.2140
Ge -1.1024 0.8869 0.3917
C -0.0285 2.3124 -0.3446
C -0.4400 2.9933 -1.4904
C 0.3354 4.0213 -2.0095
C 1.5317 4.3673 -1.3962
C 1.9482 3.6985 -0.2512
C 1.1693 2.6787 0.2737
C -2.5693 0.2717 -0.7014
C -2.4762 0.1604 -2.0889
C -3.5476 -0.2926 -2.8406
C -4.7350 -0.6393 -2.2091
C -4.8513 -0.5125 -0.8328
C -3.7765 -0.0587 -0.0824
H -2.5245 1.5915 5.9637
H -2.9300 -0.5821 4.8560
H -2.3170 -0.9001 2.4978
H -0.9056 3.1594 2.3330
H -1.5167 3.4573 4.6962
H -1.3762 2.7357 -1.9716
H 0.0028 4.5568 -2.8892
H 2.1341 5.1695 -1.8020
H 2.8711 3.9841 0.2368
H 1.4888 2.1702 1.1788
H -1.5636 0.4454 -2.5956
H -3.4586 -0.3795 -3.9166
H -5.5704 -1.0029 -2.7924
H -5.7797 -0.7693 -0.3407
H -3.8872 0.0403 0.9899
```

# C27H26N3O7PTi

A structure of composition C27H26N3O7PTi (the ωB97M-V functional and the def2-TZVPD basis, OMol25).

As for the charge: 0. The LUMO energy (spin up / spin down) comes out at 0.001 / -0.002 Eh. The calculation puts the energy above the lowest of the compared OMol25 structures with the same formula, charge and spin at 0.0 kcal/mol. As for the spin multiplicity: 3. The calculated total energy is -2926.4309 a.u. As for the frontier orbital gap (spin up / spin down): 6.35 / 8.86 eV.

Structure (XYZ):
```
65
C27H26N3O7PTi the ωB97M-V functional and the def2-TZVPD basis
Ti -0.2671 -0.4815 1.1265
O -2.3084 -3.1188 -1.0488
C -2.1763 -2.0810 -0.4331
O -1.5897 -1.9458 0.7356
C -2.6446 -0.7628 -1.0323
P -1.1165 0.2238 -1.2441
C -0.2975 -0.4947 -2.7075
C 1.0957 -0.4296 -2.7630
C 1.7931 -0.9514 -3.8472
C 1.0982 -1.5666 -4.8800
C -0.2893 -1.6539 -4.8254
C -0.9839 -1.1169 -3.7483
C -1.6677 1.8753 -1.8009
C -2.7380 2.5090 -1.1674
C -3.0872 3.8125 -1.5097
C -2.3670 4.5002 -2.4769
C -1.2917 3.8820 -3.1032
C -0.9417 2.5783 -2.7664
H -3.2370 -0.2407 -0.2835
H -3.2253 -0.9051 -1.9349
H 1.6405 0.0250 -1.9417
H 2.8760 -0.8872 -3.8777
H 1.6351 -1.9840 -5.7242
H -0.8338 -2.1452 -5.6243
H -2.0632 -1.2011 -3.7165
H -3.2942 1.9961 -0.3908
H -3.9235 4.2906 -1.0111
H -2.6426 5.5154 -2.7420
H -0.7264 4.4117 -3.8623
H -0.1100 2.1010 -3.2718
O 0.7502 1.5539 1.4140
C 1.6382 2.0902 0.4220
C 3.0407 1.5179 0.6411
C 3.0919 0.1575 1.3586
C 2.7980 -1.0536 0.5118
C 3.8163 -1.6875 -0.1930
C 3.5414 -2.8226 -0.9324
C 2.2532 -3.3268 -0.9307
C 1.2865 -2.6608 -0.2081
N 1.5339 -1.5214 0.4757
H -0.0875 2.0428 1.4329
H 1.6713 3.1696 0.5163
H 1.2583 1.8533 -0.5684
H 3.6247 2.2223 1.2348
H 3.5427 1.4396 -0.3272
H 2.4162 0.1675 2.2084
H 4.0975 0.0386 1.7596
H 4.8214 -1.2826 -0.1446
H 4.3268 -3.3153 -1.4942
H 1.9866 -4.2201 -1.4806
H 0.2667 -3.0148 -0.1880
O -3.0409 0.4210 6.3922
C -2.0198 -0.4051 6.4902
O -1.7190 -0.9294 7.5343
C -1.2092 -0.7175 5.2616
C -0.1679 -1.5959 5.3293
N 0.3703 -1.6765 4.1048
N -0.2490 -0.9076 3.2212
C -1.2251 -0.3062 3.9007
C -2.0948 0.6527 3.1241
O -3.0324 1.2091 3.6760
O -1.7547 0.8242 1.9047
H -3.1723 0.7565 5.4567
H 0.2052 -2.1562 6.1742
H 1.1191 -2.2715 3.7948
```

# C27H27CaN5P2S

A structure of composition C27H27CaN5P2S (the ωB97M-V functional and the def2-TZVPD basis, OMol25).

As for the charge: +2. The LUMO energy comes out at -0.203 Eh. As for the spin multiplicity: 1. The calculated total energy is -3076.9531 a.u. As for the frontier orbital gap: 8.61 eV.

Structure (XYZ):
```
63
C27H27CaN5P2S the ωB97M-V functional and the def2-TZVPD basis
Ca 0.0188 0.4533 1.8831
N 0.8950 -1.4497 -0.5038
P -0.4794 -1.9009 0.4282
C -0.8293 -3.5889 -0.0182
C -1.5150 -3.8966 -1.1947
C -1.6740 -5.2240 -1.5583
C -1.1491 -6.2324 -0.7572
C -0.4686 -5.9257 0.4138
C -0.3077 -4.6010 0.7878
C -1.8725 -0.8896 -0.1737
C -3.1608 -1.2335 0.2572
C -4.2328 -0.3988 -0.0051
C -4.0378 0.8034 -0.6843
C -2.7666 1.1616 -1.1046
C -1.6824 0.3186 -0.8478
P 1.7858 -0.0191 -0.2534
C 3.4964 -0.5079 0.0002
C 4.2987 0.3006 0.8028
C 5.6511 0.0172 0.9458
C 6.1963 -1.0790 0.2958
C 5.3969 -1.8938 -0.4988
C 4.0518 -1.6065 -0.6529
C 1.7913 0.8687 -1.8317
C 1.3886 0.2891 -3.0302
C 1.4736 1.0136 -4.2128
C 1.9573 2.3144 -4.2022
C 2.3559 2.8987 -3.0064
C 2.2702 2.1788 -1.8249
H 1.1687 -2.1071 -1.2281
H -1.9316 -3.1126 -1.8168
H -2.2099 -5.4729 -2.4642
H -1.2776 -7.2669 -1.0467
H -0.0703 -6.7144 1.0372
H 0.2101 -4.3587 1.7079
H -3.3278 -2.1629 0.7902
H -5.2264 -0.6883 0.3108
H -4.8839 1.4412 -0.9057
H -2.6146 2.0719 -1.6719
H -0.7146 0.5891 -1.2557
H 3.8781 1.1553 1.3222
H 6.2742 0.6470 1.5662
H 7.2481 -1.3050 0.4087
H 5.8256 -2.7502 -1.0013
H 3.4466 -2.2463 -1.2844
H 0.9967 -0.7209 -3.0592
H 1.1651 0.5591 -5.1448
H 2.0268 2.8735 -5.1258
H 2.7382 3.9106 -2.9961
H 2.5999 2.6390 -0.8985
C -3.3918 5.1069 2.2863
C -2.8207 4.1964 3.3077
N -2.9506 4.3013 4.5905
N -2.2495 3.2374 5.0963
C -1.6851 2.4752 4.1736
S -0.7627 1.0668 4.4131
N -2.0422 3.0832 3.0119
N -1.6673 2.6047 1.7510
H -3.9526 5.8857 2.7962
H -4.0667 4.5744 1.6147
H -2.6078 5.5800 1.6927
H -2.2036 3.0912 6.0945
H -1.2770 3.3780 1.2163
H -2.4957 2.2678 1.2573
```